--- 1 ---
{"formula": "C4H3N3O", "method": "ωB97M-V with the def2-TZVPD basis set", "lumo_ev": -0.93, "gap_ev": 9.2, "smiles": "O=Cc1ccnnn1", "spin_multiplicity": 1, "e_homo_ev": -10.10, "elements": ["O", "C", "C", "C", "C", "N", "N", "N", "H", "H", "H"], "coordinates": [[1.287, 0.883, -2.533], [1.080, 0.000, -1.772], [0.343, 0.221, -0.440], [0.036, -0.777, 0.477], [-0.855, -0.459, 1.475], [-1.418, 0.729, 1.506], [-1.079, 1.668, 0.621], [-0.209, 1.451, -0.407], [1.391, -1.070, -1.648], [0.525, -1.623, 0.307], [-1.100, -1.023, 2.415]]}


--- 2 ---
{"formula": "C4H3N3O", "method": "ωB97M-V with the def2-TZVPD basis set", "lumo_ev": -1.82, "gap_ev": 8.5, "smiles": "O=CN=C1N=CC=N1", "spin_multiplicity": 1, "e_homo_ev": -10.29, "elements": ["O", "C", "N", "C", "N", "C", "C", "N", "H", "H", "H"], "coordinates": [[-2.817, 0.401, 0.701], [-2.217, -0.148, -0.232], [-1.210, -1.252, -0.133], [-0.108, -0.557, -0.221], [0.084, 0.887, -0.453], [1.259, 1.089, 0.043], [1.876, -0.286, 0.381], [1.000, -1.246, 0.088], [-2.401, 0.032, -1.285], [1.828, 1.915, 0.133], [2.706, -0.835, 0.978]]}


Most stable: 2 (next structure +0.247 eV)


--- 1 ---
{"formula": "C4H3N3O", "method": "ωB97M-V with the def2-TZVPD basis set", "lumo_ev": -0.33, "gap_ev": 10.4, "spin_multiplicity": 1, "e_homo_ev": -10.72, "elements": ["C", "C", "C", "C", "H", "H", "H", "N", "N", "N", "O"], "coordinates": [[1.242, -0.692, 0.046], [1.116, 0.824, 0.122], [-0.381, 0.416, -0.055], [-1.700, 0.338, -0.138], [1.628, 1.660, 0.882], [1.398, 1.375, -0.797], [-2.290, 1.185, -0.071], [-2.148, -1.018, -0.016], [-1.053, -1.785, 0.131], [-0.054, -0.885, 0.034], [2.242, -1.419, -0.136]]}


--- 2 ---
{"formula": "C4H3N3O", "method": "ωB97M-V with the def2-TZVPD basis set", "lumo_ev": -0.48, "gap_ev": 9.5, "smiles": "O=c1cncncn1", "spin_multiplicity": 1, "e_homo_ev": -9.94, "elements": ["O", "C", "C", "N", "C", "N", "C", "N", "H", "H", "H"], "coordinates": [[2.282, -0.168, 0.880], [1.389, -0.146, 0.050], [0.742, 1.129, -0.505], [-0.464, 1.413, -0.210], [-1.244, 0.557, 0.549], [-1.313, -0.721, 0.566], [-0.517, -1.458, -0.288], [0.758, -1.246, -0.446], [1.288, 1.877, -1.139], [-1.919, 1.132, 1.261], [-1.000, -2.370, -0.718]]}


Most stable: 2 (next structure +2.489 eV)


--- 1 ---
{"formula": "C2H2O3S", "method": "ωB97M-V with the def2-TZVPD basis set", "lumo_ev": [-1.17, -1.17], "gap_ev": [8.7, 8.7], "spin_multiplicity": 1, "e_homo_ev": [-9.92, -9.92], "elements": ["C", "C", "O", "O", "O", "S", "H", "H"], "coordinates": [[0.129, 0.094, 0.700], [-0.083, -1.096, -0.790], [-0.572, 2.496, 1.858], [-0.728, -2.073, -0.654], [0.523, -0.685, -1.845], [-0.839, 1.527, 0.734], [0.634, -0.456, 1.518], [0.936, 0.193, -1.521]]}


--- 2 ---
{"formula": "C2H2O3S", "method": "ωB97M-V with the def2-TZVPD basis set", "lumo_ev": [-1.09, -1.09], "gap_ev": [8.7, 8.7], "smiles": "O=CC=S(=O)=O", "spin_multiplicity": 1, "e_homo_ev": [-9.81, -9.80], "elements": ["O", "C", "C", "S", "O", "O", "H", "H"], "coordinates": [[-0.304, 2.182, 0.332], [0.195, 1.116, 0.130], [-0.977, -0.297, -0.324], [-2.574, 0.092, 0.043], [-3.326, -1.059, 0.366], [-3.100, 1.295, -0.469], [1.099, 0.595, 0.115], [-0.604, -1.296, 0.121]]}


Most stable: 1 (next structure +1.486 eV)


--- 1 ---
{"formula": "C2H2O3S", "method": "ωB97M-V with the def2-TZVPD basis set", "lumo_ev": -0.64, "gap_ev": 10.0, "smiles": "O=C(O)C(=O)S", "spin_multiplicity": 1, "e_homo_ev": -10.62, "elements": ["O", "C", "O", "C", "O", "S", "H", "H"], "coordinates": [[-0.958, -1.582, 0.026], [-1.008, -0.399, -0.012], [-2.102, 0.311, -0.013], [0.218, 0.485, -0.014], [0.070, 1.703, 0.006], [1.749, -0.370, -0.015], [-1.867, 1.242, 0.062], [2.546, 0.699, 0.185]]}


--- 2 ---
{"formula": "C2H2O3S", "method": "ωB97M-V with the def2-TZVPD basis set", "lumo_ev": -0.98, "gap_ev": 8.9, "smiles": "O=C(O)C(=O)S", "spin_multiplicity": 1, "e_homo_ev": -9.92, "elements": ["O", "C", "O", "C", "O", "S", "H", "H"], "coordinates": [[-0.455, -1.600, 0.273], [-0.674, -0.433, -0.051], [-1.863, 0.135, -0.311], [0.388, 0.625, 0.030], [0.395, 1.855, 0.128], [1.923, -0.550, -0.192], [-2.499, -0.556, -0.118], [2.784, 0.524, 0.241]]}


Most stable: 1 (next structure +0.961 eV)


--- 1 ---
{"formula": "H3N3O2", "method": "ωB97M-V with the def2-TZVPD basis set", "lumo_ev": -0.30, "gap_ev": 10.0, "smiles": "[H]/N=N/[H].O=NO", "spin_multiplicity": 1, "e_homo_ev": -10.32, "elements": ["H", "N", "N", "H", "O", "N", "O", "H"], "coordinates": [[0.298, -0.590, 1.354], [0.388, -0.336, 0.318], [1.229, 0.586, 0.078], [1.218, 0.848, -0.946], [-3.431, 1.508, -0.388], [-2.282, 1.143, -0.238], [-2.110, -0.059, -0.869], [-1.262, -0.412, -0.593]]}


--- 2 ---
{"formula": "H3N3O2", "method": "ωB97M-V with the def2-TZVPD basis set", "lumo_ev": [0.37, 0.37], "gap_ev": [8.9, 8.9], "spin_multiplicity": 1, "e_homo_ev": [-8.54, -8.54], "elements": ["N", "N", "N", "O", "O", "H", "H", "H"], "coordinates": [[0.582, -1.950, -0.060], [-0.974, -0.282, -0.447], [0.115, -0.945, -0.227], [0.882, 0.508, 0.350], [2.202, 0.727, 0.712], [-0.860, 0.550, 0.101], [-1.837, -0.764, -0.656], [2.157, 1.521, 1.335]]}


Most stable: 1 (next structure +2.880 eV)


--- 1 ---
{"formula": "C7H11Cl", "method": "ωB97M-V with the def2-TZVPD basis set", "lumo_ev": 1.02, "gap_ev": 11.1, "smiles": "Cl[C@H]1CCC2(CC2)C1", "spin_multiplicity": 1, "e_homo_ev": -10.07, "elements": ["Cl", "C", "C", "C", "C", "C", "C", "C", "H", "H", "H", "H", "H", "H", "H", "H", "H", "H", "H"], "coordinates": [[2.678, -0.428, -0.044], [1.002, 0.048, 0.393], [0.607, 1.416, -0.147], [-0.916, 1.416, 0.015], [-1.326, -0.059, -0.041], [-2.591, -0.511, -0.732], [-2.489, -0.561, 0.782], [-0.059, -0.895, -0.186], [0.979, 0.061, 1.474], [1.105, 2.230, 0.372], [0.865, 1.460, -1.205], [-1.409, 2.028, -0.716], [-1.221, 1.843, 0.998], [-3.248, 0.269, -1.160], [-2.579, -1.448, -1.255], [-3.056, 0.175, 1.363], [-2.402, -1.549, 1.260], [0.172, -1.090, -1.222], [-0.089, -1.833, 0.330]]}


--- 2 ---
{"formula": "C7H11Cl", "method": "ωB97M-V with the def2-TZVPD basis set", "lumo_ev": 0.87, "gap_ev": 9.5, "smiles": "C=C(C)/C(C)=C(\\C)Cl", "spin_multiplicity": 1, "e_homo_ev": -8.65, "elements": ["C", "C", "C", "C", "C", "C", "C", "Cl", "H", "H", "H", "H", "H", "H", "H", "H", "H", "H", "H"], "coordinates": [[-1.315, 1.075, -0.890], [-0.923, 0.040, -0.096], [-1.958, -0.618, 0.839], [0.486, -0.488, -0.195], [0.694, -1.953, -0.465], [1.527, 0.350, -0.064], [1.459, 1.765, 0.303], [3.181, -0.274, 0.084], [-0.609, 1.719, -1.455], [-2.324, 1.393, -0.850], [-2.964, -0.276, 0.688], [-1.622, -0.412, 1.913], [-1.916, -1.707, 0.631], [1.655, -2.397, -0.855], [0.541, -2.591, 0.384], [-0.108, -2.211, -1.193], [0.413, 2.203, 0.318], [1.819, 1.975, 1.350], [1.965, 2.406, -0.447]]}


--- 3 ---
{"formula": "C7H11Cl", "method": "ωB97M-V with the def2-TZVPD basis set", "lumo_ev": 1.06, "gap_ev": 10.9, "smiles": "C=C[C@@H]1C[C@H](Cl)[C@H]1C", "spin_multiplicity": 1, "e_homo_ev": -9.85, "elements": ["C", "C", "C", "C", "C", "Cl", "C", "C", "H", "H", "H", "H", "H", "H", "H", "H", "H", "H", "H"], "coordinates": [[2.740, -0.655, -0.349], [1.446, -0.774, -0.429], [0.224, -0.325, 0.383], [-0.902, -1.352, 0.507], [-1.894, -0.179, 0.396], [-3.436, -0.473, -0.440], [-0.722, 0.595, -0.299], [-0.296, 2.031, -0.048], [3.370, -1.297, -1.136], [3.104, 0.019, 0.428], [0.981, -1.373, -1.297], [0.436, 0.147, 1.317], [-0.687, -2.197, -0.276], [-0.997, -1.820, 1.386], [-2.187, 0.249, 1.364], [-0.689, 0.416, -1.450], [-1.278, 2.669, -0.229], [0.536, 2.177, -0.779], [0.250, 2.142, 0.951]]}


Most stable: 1 (next structure +0.999 eV)


--- 1 ---
{"formula": "C7H5F3N5O4", "method": "ωB97M-V with the def2-TZVPD basis set", "lumo_ev": 2.18, "gap_ev": 7.0, "charge": -1, "spin_multiplicity": 1, "e_homo_ev": -4.83, "elements": ["C", "O", "C", "N", "C", "N", "O", "N", "O", "C", "C", "N", "H", "H", "H", "H", "H", "N", "C", "C", "F", "F", "F", "O"], "coordinates": [[-3.744, -0.564, 1.083], [-2.925, 0.631, 1.023], [-1.626, 0.361, 1.168], [-0.785, 1.372, 0.886], [0.504, 1.048, 0.914], [1.584, 1.768, 0.444], [2.660, 0.931, 0.564], [2.239, -0.393, 1.156], [3.072, -1.254, 1.324], [0.905, -0.273, 1.338], [-0.044, -1.258, 1.659], [-1.332, -0.886, 1.556], [-4.763, -0.181, 1.130], [-3.606, -1.163, 0.178], [-3.498, -1.167, 1.961], [0.283, -2.280, 1.798], [-0.632, -1.962, 3.747], [0.352, -2.125, 3.532], [0.666, -3.410, 3.852], [1.942, -3.440, 4.783], [2.847, -2.466, 4.494], [1.517, -3.258, 6.077], [2.584, -4.634, 4.728], [0.125, -4.481, 3.592]]}


--- 2 ---
{"formula": "C7H5F3N5O4", "method": "ωB97M-V with the def2-TZVPD basis set", "lumo_ev": 0.68, "gap_ev": 4.4, "charge": -1, "spin_multiplicity": 1, "e_homo_ev": -3.73, "elements": ["C", "O", "C", "N", "C", "N", "O", "N", "O", "C", "C", "N", "H", "H", "H", "H", "H", "N", "C", "C", "F", "F", "F", "O"], "coordinates": [[0.155, 3.691, -1.706], [0.526, 3.262, -0.430], [0.009, 2.009, -0.109], [0.318, 1.566, 1.098], [-0.137, 0.330, 1.379], [0.043, -0.417, 2.491], [-0.577, -1.582, 2.369], [-1.134, -1.553, 1.138], [-1.807, -2.494, 0.628], [-0.889, -0.373, 0.466], [-1.177, 0.194, -0.762], [-0.741, 1.384, -1.059], [0.579, 4.683, -1.878], [0.534, 2.986, -2.449], [-0.934, 3.735, -1.754], [-1.742, -0.349, -1.503], [-4.553, 1.544, -0.443], [-5.328, 1.026, -0.122], [-5.888, 0.159, -0.942], [-7.105, -0.606, -0.452], [-6.739, -1.411, 0.556], [-8.016, 0.281, -0.029], [-7.623, -1.341, -1.449], [-5.463, -0.033, -2.059]]}


Most stable: 1 (next structure +0.125 eV)